(1)
Density functional theory data (ωB97M-V/def2-TZVPD) for a molecular structure, C27H26BrClLaN11O4Se2.

```
73
Properties=species:S:1:pos:R:3:forces:R:3
La 12.297 12.860 9.569 -0.230 0.533 0.539
N 9.127 13.153 7.122 0.232 -0.939 -1.467
C 10.175 12.311 6.729 -0.781 0.617 -1.560
N 10.285 11.694 5.524 -0.195 -0.728 1.889
N 11.384 10.903 5.693 0.369 1.511 0.074
N 11.991 11.182 6.812 -1.238 0.012 -0.575
N 11.199 12.083 7.491 1.608 -0.717 0.832
C 9.042 13.825 8.286 0.936 0.167 1.246
N 8.027 14.600 8.653 0.090 -0.232 -0.071
N 8.380 15.059 9.858 -1.038 0.587 0.068
N 9.510 14.618 10.209 0.731 -0.734 -0.180
N 10.011 13.800 9.232 -0.643 0.279 -0.180
H 8.278 13.022 6.607 -0.249 0.216 -0.190
Cl 12.053 7.518 15.192 0.122 0.242 0.247
C 12.163 8.989 14.258 0.124 0.031 1.271
C 12.008 10.257 14.860 -0.780 0.552 0.522
C 11.907 11.406 14.081 0.549 -0.565 -0.234
C 12.035 11.262 12.672 0.672 -0.071 -0.941
O 12.064 12.309 11.925 -0.560 0.527 -0.691
C 12.287 9.969 12.082 -0.064 -0.081 0.700
C 12.314 9.597 10.688 -0.597 0.827 0.553
O 12.181 10.383 9.748 0.365 0.051 -0.277
C 12.380 8.872 12.937 -0.471 0.306 -0.702
H 11.866 10.325 15.957 0.245 -0.121 -0.800
H 11.848 12.457 14.438 -0.140 -1.063 0.043
H 12.337 8.510 10.474 0.243 0.306 0.020
H 12.517 7.941 12.448 0.130 -0.994 0.077
C 14.822 12.920 11.690 -0.640 0.545 1.103
O 14.301 14.224 11.276 -0.052 -1.142 -0.060
C 13.820 14.999 12.333 -1.952 -0.092 -1.735
C 14.543 15.263 13.444 0.489 0.389 0.522
C 14.035 16.195 14.364 -0.253 -0.961 0.654
Br 14.999 16.393 16.019 -0.229 0.137 -0.517
C 12.777 16.736 14.238 0.820 -1.237 -2.607
C 12.002 16.453 13.036 1.418 -0.351 1.729
C 12.488 15.526 12.120 0.937 0.498 0.628
O 11.827 15.233 10.966 1.316 -0.612 -0.183
C 10.757 17.187 12.926 -1.504 -0.073 0.016
N 10.657 18.432 13.310 0.098 -0.131 0.005
C 9.328 18.767 13.118 0.593 1.763 0.773
C 8.687 20.005 13.323 0.404 -0.582 -0.693
C 7.407 20.050 12.796 -0.739 2.604 1.621
C 6.719 18.984 12.248 -0.052 -0.886 0.158
C 7.302 17.755 12.170 1.008 0.664 0.385
C 8.617 17.719 12.628 -0.008 -2.633 -1.279
N 9.540 16.669 12.504 -0.153 -0.513 0.140
H 15.866 13.013 11.970 0.076 0.078 0.403
H 14.838 12.205 10.866 -0.371 0.143 -0.388
H 14.129 12.555 12.497 1.241 0.152 -0.716
H 15.485 14.747 13.614 -0.091 0.307 -0.038
H 12.453 17.377 14.990 -0.948 1.060 0.875
H 10.854 15.023 11.018 -0.592 0.484 0.096
H 9.271 20.812 13.794 -0.759 -0.232 -0.376
H 6.769 20.948 12.969 0.843 -0.442 -0.273
H 5.690 19.057 11.983 -0.535 0.425 -0.322
H 6.830 16.928 11.726 -0.470 -1.014 -0.388
H 9.257 15.679 12.334 0.644 1.391 0.048
C 16.316 13.434 8.441 -0.873 0.472 0.280
Se 14.836 12.562 7.607 -0.716 -0.389 -1.052
C 14.687 13.881 6.130 -0.350 0.554 0.259
C 14.378 15.322 6.581 0.566 0.458 -0.616
Se 12.622 15.372 7.378 -0.125 -0.212 -0.026
C 12.801 17.058 8.280 0.662 -0.394 1.096
H 16.972 13.760 7.675 0.851 0.176 -0.640
H 16.761 12.683 9.058 0.450 -0.079 0.537
H 15.930 14.299 8.970 0.321 -0.027 0.420
H 13.929 13.608 5.365 0.394 -0.344 0.764
H 15.662 13.801 5.674 0.239 0.140 -0.259
H 14.350 15.965 5.673 -0.065 -0.470 0.465
H 15.077 15.859 7.265 -0.228 -0.948 -0.310
H 13.298 17.799 7.680 -0.077 0.224 -0.463
H 13.336 16.976 9.246 -0.309 -0.147 -0.532
H 11.780 17.288 8.467 -0.706 0.725 0.284
```
Positions in Å, forces in eV/Å.

For the energy, the calculation gives -267120.5389 eV. The value obtained for the energy above the lowest of the compared OMol25 structures with the same formula, charge and spin is 30.5 kcal/mol. The value obtained for the LUMO energy is -0.83 eV. Its HOMO-LUMO gap is 7.565 eV. The HOMO energy comes out at -8.40 eV.

(2)
Density functional theory data (ωB97M-V/def2-TZVPD) for a molecular structure, C27H26Cl2NReS.

```
58
Properties=species:S:1:pos:R:3:forces:R:3
Re 0.428 0.346 0.228 0.041 0.073 0.183
C -1.068 -1.447 -0.253 0.006 -0.075 -0.032
C -1.715 -0.400 0.457 -0.015 -0.008 0.109
C -1.069 -0.258 1.744 -0.105 0.016 -0.073
C -0.011 -1.224 1.797 0.043 0.056 0.006
C -0.006 -1.932 0.548 -0.013 -0.071 -0.055
C 0.877 -3.086 0.195 -0.003 -0.006 0.022
C 0.764 -1.612 3.012 0.012 -0.020 -0.013
C -1.557 0.593 2.872 0.002 -0.010 0.000
C -3.008 0.238 0.065 -0.011 0.013 -0.009
C -1.457 -1.980 -1.591 -0.017 0.002 0.009
H 1.130 -3.089 -0.865 0.003 -0.005 -0.003
H 0.358 -4.021 0.414 -0.007 0.006 0.002
H 1.800 -3.079 0.770 0.002 0.008 -0.006
H 0.851 -0.787 3.714 0.001 0.000 0.004
H 1.768 -1.956 2.763 -0.002 -0.003 0.005
H 0.251 -2.435 3.516 -0.003 0.000 -0.001
H -0.752 0.825 3.568 -0.001 0.001 0.001
H -2.349 0.078 3.421 0.000 -0.005 -0.003
H -1.965 1.536 2.508 0.000 0.005 0.005
H -3.140 1.215 0.526 0.011 0.006 -0.013
H -3.831 -0.396 0.404 0.011 -0.008 0.008
H -3.102 0.342 -1.014 -0.006 0.013 0.002
H -0.588 -2.315 -2.156 0.000 -0.003 -0.002
H -1.976 -1.234 -2.188 0.010 0.006 -0.004
H -2.124 -2.836 -1.457 0.003 -0.001 0.002
Cl 2.723 -0.418 -0.142 -0.019 0.009 -0.029
C 2.775 -0.976 -1.813 -0.002 0.045 0.032
C 3.798 -1.819 -2.190 0.051 -0.039 -0.005
C 3.835 -2.237 -3.512 0.009 0.010 0.034
C 2.868 -1.802 -4.403 -0.043 0.031 0.000
C 1.861 -0.945 -3.981 0.004 -0.028 -0.035
Cl 0.678 -0.423 -5.127 0.006 -0.003 0.006
C 1.784 -0.503 -2.656 -0.069 0.013 -0.070
S 0.541 0.619 -2.120 0.101 -0.037 -0.054
H 4.542 -2.142 -1.475 -0.006 0.002 0.003
H 4.618 -2.903 -3.845 -0.001 -0.001 0.000
H 2.884 -2.122 -5.435 -0.002 0.002 -0.001
C -1.945 3.892 -0.879 -0.014 0.077 0.029
C -1.629 4.816 0.112 0.015 -0.060 -0.019
C -0.704 4.467 1.072 -0.018 0.025 -0.007
C -0.108 3.210 1.045 0.052 -0.026 0.049
N -0.447 2.302 0.099 -0.041 0.163 0.024
C -1.338 2.662 -0.845 0.010 -0.135 -0.062
C 0.933 2.762 1.967 -0.014 -0.020 -0.022
C 1.462 3.579 2.965 -0.021 0.027 -0.007
C 2.483 3.113 3.772 0.011 -0.035 -0.007
C 2.980 1.832 3.568 -0.008 0.021 0.006
C 2.444 1.024 2.577 0.001 -0.008 -0.012
C 1.400 1.456 1.754 0.025 -0.026 -0.011
H -2.646 4.119 -1.668 -0.002 -0.002 0.001
H -2.090 5.794 0.124 -0.002 0.001 0.000
H -0.429 5.171 1.842 0.008 -0.005 0.003
H -1.560 1.924 -1.601 0.013 -0.004 0.010
H 1.091 4.584 3.114 0.000 0.001 0.000
H 2.898 3.745 4.545 -0.002 0.004 -0.001
H 3.791 1.461 4.182 -0.001 0.006 0.005
H 2.863 0.031 2.461 -0.006 -0.001 -0.006
```
Positions in Å, forces in eV/Å.

As for the spin multiplicity: 2. For the energy, the calculation gives -67918.0842 eV. The value obtained for the energy above the lowest of the compared OMol25 structures with the same formula, charge and spin is 0.0 kcal/mol. As for the charge: +1. The value obtained for the LUMO energy (alpha / beta) is -2.74 / -4.01 eV. Its HOMO-LUMO gap (alpha / beta) is 7.665 / 7.032 eV. The HOMO energy (alpha / beta) comes out at -10.40 / -11.04 eV.